[1]
ORCA calculation (wB97M-V/def2-TZVPD) on a 3-piece molecular cluster, C26H51BrN3O10P3S overall.

Orbital gap ... 6.9 eV
SMILES ... C#C[C@@]1(P(O)O)[C@@](P(O)Br)(P(CC)CC)C(=O)N[C@@]1(CCCN)N=C=S.COCCOCCOC.COCCOCCOC
Highest occupied orbital energy ... -7.32 eV

Each line ends with the Löwdin charge.
Cartesian coordinates (Å):
C1 0.3816 -0.2111 2.2053  0.10
C2 0.2034 -0.4451 0.9064  -0.20
C3 -0.1717 -0.5014 -0.6950  -0.42
P1 -1.7170 0.5974 -0.7058  0.92
O1 -2.3282 0.9864 -2.2522  -0.39
O2 -2.9339 0.0631 0.3935  -0.29
C4 -0.3122 -2.1145 -1.0285  -0.37
C5 -1.6603 -2.6950 -1.6464  -0.15
C6 -2.2038 -2.0729 -3.0235  -0.18
C7 -1.1416 -1.3748 -3.9961  -0.28
N1 -1.7951 -1.0936 -5.3446  -0.02
N2 0.1543 -2.6874 0.3193  0.04
C8 -0.5933 -3.6737 0.7199  -0.62
S1 -1.6906 -4.7584 1.3995  0.62
N3 0.9002 -2.5120 -1.8618  0.12
C9 1.6403 -1.2687 -2.1727  -0.41
O3 2.5416 -1.4439 -3.0616  -0.06
C10 1.2497 0.0843 -1.3181  -0.57
P2 0.8414 1.6606 -2.3681  0.66
O4 1.5172 3.0647 -1.5730  -0.39
Br1 1.7574 1.4487 -4.4757  0.27
P3 2.7597 0.2120 -0.1751  0.97
C11 3.4897 -1.4574 0.3171  -0.39
C12 4.6161 -2.0542 -0.7040  -0.16
C13 4.0858 1.4158 -0.7314  -0.41
C14 4.5236 1.3849 -2.2824  -0.21
H1 0.4006 -0.4169 3.3419  0.06
H2 -2.1292 1.9483 -2.4314  0.05
H3 -3.4995 -0.6545 0.0102  0.05
H4 -2.5630 -2.6819 -0.9039  0.12
H5 -1.4820 -3.8317 -1.8587  0.13
H6 -2.6713 -2.9568 -3.6290  0.13
H7 -3.1231 -1.4021 -2.7566  0.11
H8 -0.2936 -2.1378 -4.2344  0.12
H9 -0.6313 -0.4277 -3.5820  0.06
H10 -2.3354 -0.2278 -5.1801  0.06
H11 -1.0106 -0.9064 -6.0026  0.07
H12 0.7064 -3.1668 -2.6342  0.14
H13 1.5267 3.8205 -2.2180  0.06
H14 4.0513 -1.2871 1.3277  0.07
H15 2.7335 -2.2964 0.5194  0.07
H16 4.2501 -3.1084 -1.0300  0.08
H17 4.7756 -1.4120 -1.6410  0.05
H18 5.6163 -2.2255 -0.1523  0.07
H19 3.7878 2.4939 -0.4261  0.08
H20 5.0470 1.1827 -0.1082  0.10
H21 5.6714 1.6080 -2.3150  0.08
H22 4.3826 0.3854 -2.8253  0.05
H23 4.0272 2.2883 -2.8027  0.03
C15 5.1210 -3.0749 9.2512  -0.11
O5 4.9252 -2.5643 7.9452  -0.21
C16 6.0493 -1.8201 7.4823  -0.20
C17 6.0545 -1.7566 5.9584  -0.17
O6 6.5494 -2.9517 5.3490  -0.14
C18 5.6648 -4.0760 5.3755  -0.17
C19 4.5055 -3.9422 4.3898  -0.19
O7 3.4875 -3.1057 4.9348  -0.20
C20 2.6422 -2.5689 3.9344  -0.11
H24 5.2689 -2.2588 9.9649  0.09
H25 4.2307 -3.6391 9.5338  0.09
H26 5.9790 -3.7550 9.2687  0.09
H27 6.9822 -2.2762 7.8316  0.13
H28 5.9647 -0.8062 7.8920  0.13
H29 6.7517 -0.9689 5.6578  0.13
H30 5.0770 -1.4821 5.5558  0.12
H31 5.3215 -4.2878 6.3879  0.12
H32 6.2754 -4.9276 5.0581  0.13
H33 4.0618 -4.9280 4.2072  0.13
H34 4.8736 -3.5288 3.4439  0.12
H35 3.2183 -1.9468 3.2418  0.06
H36 1.8954 -1.9387 4.4206  0.07
H37 2.1334 -3.3693 3.3908  0.09
C21 -6.9007 1.6827 -1.2348  -0.10
O8 -6.4971 2.9691 -1.6672  -0.20
C22 -5.3049 2.9268 -2.4465  -0.20
C23 -5.1988 4.1704 -3.3233  -0.17
O9 -6.0115 4.0998 -4.4974  -0.13
C24 -7.4172 4.2709 -4.2922  -0.17
C25 -7.8022 5.7199 -3.9995  -0.20
O10 -7.5464 6.0327 -2.6321  -0.21
C26 -7.4288 7.4263 -2.4132  -0.11
H38 -6.1309 1.2310 -0.6017  0.08
H39 -7.8202 1.7900 -0.6571  0.09
H40 -7.1091 1.0401 -2.0968  0.09
H41 -5.2904 2.0320 -3.0785  0.13
H42 -4.4576 2.8940 -1.7507  0.11
H43 -4.1692 4.2370 -3.6881  0.12
H44 -5.3933 5.0865 -2.7613  0.12
H45 -7.7947 3.5841 -3.5348  0.12
H46 -7.8812 3.9882 -5.2427  0.13
H47 -8.8754 5.8585 -4.1760  0.12
H48 -7.2367 6.3900 -4.6567  0.13
H49 -6.5899 7.8335 -2.9876  0.09
H50 -7.2292 7.5895 -1.3526  0.09
H51 -8.3561 7.9377 -2.6838  0.09



[2]
ORCA calculation (wB97M-V/def2-TZVPD) on one molecule with the formula C26H51BrO7S.

Orbital gap ... 9.4 eV
SMILES ... CCOCCOCCOC[C@]1(CC(C)C)C[C@H]([C@H](C)CC)[C@](Br)(OC[C@H](C)CC(C)C)S(=O)(=O)O1
Highest occupied orbital energy ... -9.47 eV

Each line ends with the Löwdin charge.
Cartesian coordinates (Å):
C1 5.5183 0.8617 3.7594  -0.12
C2 4.1341 1.4329 3.0242  -0.25
O1 4.4762 2.2981 1.8844  -0.23
C3 5.0693 1.4982 0.7652  -0.14
C4 4.2369 1.9551 -0.6103  -0.16
O2 2.9968 2.5832 -0.1319  -0.23
C5 2.3480 3.4098 -1.1597  -0.15
C6 1.0010 4.0720 -0.4207  -0.13
O3 -0.1015 3.1561 -0.7293  -0.22
C7 -1.0537 3.0036 0.3767  -0.12
C8 -2.3948 2.2363 -0.2670  -0.37
C9 -3.4300 3.4986 -0.6479  -0.12
C10 -2.8090 4.6111 -1.6565  -0.35
C11 -2.8220 4.1736 -3.2659  -0.10
C12 -3.8581 5.9152 -1.5893  -0.13
C13 -3.2359 1.3917 0.8543  -0.10
C14 -2.7426 -0.1414 1.1357  -0.26
C15 -1.7145 -0.1319 2.3883  -0.29
C16 -0.1310 -0.3357 2.0924  -0.10
C17 -2.2305 -1.1736 3.5927  -0.21
C18 -1.4194 -2.5963 3.6170  -0.15
C19 -2.3145 -0.9933 -0.1972  -0.70
Br1 -4.1052 -1.3804 -1.1087  0.77
O4 -1.7609 -2.2887 0.1458  -0.20
C20 -1.2968 -3.0983 -0.9691  -0.17
C21 0.3744 -3.1278 -1.0434  -0.27
C22 0.9745 -2.6931 -2.5036  -0.09
C23 1.0133 -4.5866 -0.6452  -0.18
C24 0.5123 -5.8424 -1.5726  -0.38
C25 1.4404 -6.1547 -2.8863  -0.13
C26 0.6071 -7.2102 -0.6155  -0.13
S1 -1.3654 0.0626 -1.4043  0.85
O5 -1.3602 -0.4991 -2.8840  -0.37
O6 0.1726 0.1653 -1.0610  -0.33
O7 -2.1457 1.5626 -1.5346  -0.21
H1 5.1905 0.1654 4.6503  0.08
H2 6.1519 0.1822 3.0249  0.07
H3 6.2140 1.7382 4.1345  0.09
H4 3.3816 0.5543 2.7564  0.13
H5 3.5864 2.0723 3.8554  0.13
H6 6.2134 1.7387 0.6525  0.13
H7 4.8269 0.3704 0.9631  0.12
H8 4.9001 2.6226 -1.3062  0.13
H9 3.9192 0.9572 -1.1759  0.14
H10 2.0016 2.6566 -2.0181  0.15
H11 3.0391 4.2120 -1.6562  0.13
H12 0.7868 5.0754 -1.0305  0.13
H13 1.1667 4.3041 0.7127  0.15
H14 -0.6377 2.4680 1.3301  0.12
H15 -1.4164 4.0776 0.7431  0.15
H16 -3.9168 3.9407 0.3360  0.13
H17 -4.3303 2.9643 -1.2219  0.14
H18 -1.7667 5.0552 -1.3653  0.12
H19 -3.7291 3.4855 -3.5426  0.09
H20 -1.7697 3.7251 -3.6049  0.09
H21 -2.9531 5.1786 -3.8770  0.08
H22 -3.3635 6.9036 -2.0090  0.09
H23 -4.9056 5.6763 -2.0541  0.09
H24 -4.0315 6.0899 -0.4230  0.08
H25 -4.3497 1.3063 0.4310  0.13
H26 -3.3226 2.0747 1.8085  0.14
H27 -3.7244 -0.6993 1.5342  0.13
H28 -1.8152 0.9440 2.8987  0.13
H29 0.1845 -1.3387 1.5833  0.07
H30 0.3929 0.5595 1.5035  0.08
H31 0.4142 -0.3370 3.1558  0.10
H32 -3.4120 -1.2837 3.6092  0.11
H33 -1.9663 -0.6262 4.6200  0.12
H34 -1.2187 -3.0788 2.5707  0.07
H35 -2.1100 -3.3699 4.2089  0.08
H36 -0.4130 -2.5525 4.2510  0.09
H37 -1.7829 -2.9009 -2.0109  0.12
H38 -1.5843 -4.2263 -0.7007  0.14
H39 0.7656 -2.3277 -0.2655  0.12
H40 1.9027 -3.4122 -2.7172  0.07
H41 0.2107 -2.7173 -3.3893  0.09
H42 1.4555 -1.6010 -2.4785  0.09
H43 0.8731 -4.8320 0.5117  0.12
H44 2.1912 -4.5133 -0.8003  0.12
H45 -0.6208 -5.7475 -1.9311  0.13
H46 2.4627 -5.5658 -2.8234  0.08
H47 1.5845 -7.3036 -3.0663  0.08
H48 0.8665 -5.6889 -3.8217  0.09
H49 1.7176 -7.3384 -0.1999  0.10
H50 0.3516 -8.1279 -1.3273  0.08
H51 -0.1939 -7.1441 0.2389  0.08



[3]
ORCA calculation (wB97M-V/def2-TZVPD) on C26H52AlI2N2O3 as an isolated structure.

Total charge ... -1
Multiplicity ... 3
<S²> ... 2.01
Orbital gap (alpha / beta) ... 7.4 / 6.8 eV
Highest occupied orbital energy (alpha / beta) ... -5.05 / -5.05 eV

Each line ends with the Mulliken spin population.
Cartesian coordinates (Å):
C1 4.8384 -1.2922 -1.7198  0.00
O1 4.7406 -0.6486 -3.0039  0.00
C2 5.0441 0.7620 -2.9070  0.00
C3 3.8477 1.6280 -2.2506  0.00
C4 2.9896 2.3766 -3.3924  0.00
C5 1.8449 3.2841 -2.7415  0.00
Al1 -0.0793 2.6377 -3.0076  0.00
C6 -0.3419 0.6028 -3.0011  0.00
I1 1.2362 -0.8984 -3.1443  0.00
C7 -1.6713 0.1160 -2.9178  0.00
C8 -2.9195 1.1266 -2.8406  0.01
I2 -2.1520 -2.0359 -2.9297  0.00
H1 4.8017 -0.5294 -0.8686  0.00
H2 3.9818 -2.0292 -1.5349  0.00
H3 5.7957 -1.9181 -1.6758  0.00
H4 6.0114 0.8452 -2.3040  0.00
H5 5.2017 1.2055 -3.9494  0.00
H6 3.2076 0.9688 -1.5902  0.00
H7 4.3484 2.3926 -1.5583  0.00
H8 3.7429 3.0856 -3.8936  0.00
H9 2.6401 1.6745 -4.2074  0.00
H10 2.0015 3.4458 -1.6175  0.00
H11 1.9133 4.3275 -3.2166  0.00
H12 -0.6269 3.2567 -4.3817  0.00
H13 -0.9990 3.2157 -1.8143  0.00
H14 -3.8635 0.5579 -2.5911  0.00
H15 -2.6944 1.8332 -1.9679  0.00
H16 -2.9815 1.7429 -3.7892  0.00
C9 -3.2998 3.2202 3.4442  0.01
C10 -2.5206 3.6692 2.1735  0.02
C11 -1.6553 4.9287 2.4351  0.01
C12 -2.3755 6.2692 2.3491  -0.02
C13 -3.2413 6.3445 1.0983  0.02
C14 -4.2120 5.1554 1.0026  0.04
N1 -3.5003 3.8422 1.0645  0.29
O2 -2.8375 3.6817 -0.0986  0.64
C15 -5.2498 5.2947 2.1406  0.01
C16 -5.0629 5.2782 -0.2773  -0.01
C17 -1.5120 2.5121 1.9451  -0.02
H17 -4.3804 3.3188 3.3534  -0.01
H18 -3.1571 2.1553 3.6501  0.00
H19 -2.9876 3.7750 4.3341  0.00
H20 -0.8427 4.9586 1.7003  0.00
H21 -1.1670 4.8486 3.4119  0.00
H22 -2.9728 6.4373 3.2510  0.00
H23 -1.6363 7.0757 2.3263  0.00
H24 -3.7975 7.2881 1.1005  0.00
H25 -2.5945 6.3819 0.2131  0.00
H26 -5.9704 4.4726 2.1267  -0.01
H27 -5.8172 6.2250 2.0332  0.00
H28 -4.8068 5.3406 3.1363  0.00
H29 -4.4583 5.3296 -1.1863  0.00
H30 -5.6666 6.1914 -0.2567  0.00
H31 -5.7521 4.4345 -0.3734  0.00
H32 -2.0241 1.5851 1.6708  0.00
H33 -0.9442 2.3207 2.8598  0.00
H34 -0.7827 2.7416 1.1651  0.00
C18 1.1498 -5.2990 2.9005  0.01
C19 1.1929 -6.4404 1.8435  0.03
C20 2.6391 -6.9302 1.5726  0.02
C21 3.4519 -6.1093 0.5780  -0.02
C22 2.6409 -5.8083 -0.6758  0.02
C23 1.2940 -5.1460 -0.3399  0.02
N2 0.4882 -5.9665 0.6189  0.31
O3 0.0406 -7.0500 -0.0453  0.61
C24 1.5834 -3.7348 0.2217  0.02
C25 0.5144 -4.8604 -1.6382  -0.01
C26 0.4828 -7.6184 2.5617  -0.01
H35 0.8218 -4.3422 2.4984  -0.01
H36 0.4220 -5.5071 3.6905  0.00
H37 2.1221 -5.1449 3.3774  0.00
H38 2.5987 -7.9532 1.1804  0.00
H39 3.1922 -6.9971 2.5152  0.00
H40 3.8046 -5.1862 1.0478  0.00
H41 4.3524 -6.6661 0.3011  0.00
H42 3.2259 -5.1612 -1.3372  0.00
H43 2.4806 -6.7388 -1.2348  0.00
H44 0.6598 -3.2117 0.4826  -0.01
H45 2.1022 -3.1227 -0.5224  0.00
H46 2.2328 -3.7351 1.0988  0.00
H47 0.3389 -5.7582 -2.2371  0.00
H48 1.0656 -4.1671 -2.2809  0.00
H49 -0.4539 -4.4006 -1.4218  0.00
H50 -0.5768 -7.4031 2.7282  0.00
H51 0.9430 -7.7981 3.5368  0.00
H52 0.5568 -8.5538 2.0029  0.00